[1]
2 unconnected molecules or ions with the total composition C6H12N2, computed with wB97M-V/def2-TZVPD.

Geometry as XYZ:
```
20
Properties=species:S:1:pos:R:3:forces:R:3:nbo_charge:R:1
C -0.35595 0.09714 1.68670 0.2143 0.5721 -0.0096 -0.463
N -0.10988 -0.02674 0.28372 1.1794 1.0963 -1.3899 -0.378
C -1.52098 -2.69994 -0.13070 -0.0525 0.3916 0.2103 -0.373
C -0.76592 -3.18533 -1.09505 -0.0777 -0.1296 -0.3314 -0.391
H -1.90353 -1.68364 -0.16357 -0.0656 -0.2446 -0.1585 0.207
H -1.71605 -3.24701 0.77721 0.0106 -0.2112 0.1505 0.183
H -0.67189 -0.87351 2.06990 -0.1316 0.0946 -0.1337 0.212
H -1.11438 0.86349 1.90700 0.0331 -0.1007 0.1912 0.184
H 0.56139 0.39480 2.22046 0.0630 0.0509 0.0854 0.185
H -0.30324 -4.15975 -1.03725 -0.0417 -0.1350 0.0248 0.188
H -0.60665 -2.63403 -2.01447 0.1292 0.0836 0.0785 0.183
C 0.91507 0.85582 -1.64964 0.1277 -0.1754 -0.7637 -0.403
C 1.00169 3.25227 0.86058 0.0103 -0.0007 -0.0171 -0.462
N 0.58907 1.02460 -0.23984 -1.2399 -1.3718 1.3562 -0.116
C 1.07173 2.03833 0.39043 0.0022 -0.0395 0.2393 0.151
H 0.47319 -0.08404 -1.97615 -0.0561 0.1274 0.1575 0.243
H 0.50973 1.68843 -2.22976 0.0278 -0.0770 0.1617 0.212
H 1.99491 0.80513 -1.80310 -0.1369 0.0903 0.2015 0.219
H 1.81186 3.67937 1.43233 0.1354 0.0004 0.0714 0.214
H 0.13983 3.89461 0.71121 -0.1311 -0.0217 -0.1245 0.204
```
Forces are in eV/Å.

Calculated total energy: -9391.6717 eV
Total charge: 0
Relative energy (zero: lowest compared OMol25 entry of this formula, charge and spin): 119.4 kcal/mol
HOMO energy (spin up / spin down): -0.2759 / -0.2759 Eh
2S+1: 1

[2]
2 unconnected molecules or ions with the total composition C6H12N2, computed with wB97M-V/def2-TZVPD.

Geometry as XYZ:
```
20
Properties=species:S:1:pos:R:3:forces:R:3:mulliken_spin:R:1
C 0.02418 -1.15231 -2.32117 2.0433 0.2765 0.2640 0.002
C 0.89738 0.11929 -2.53596 0.0955 -0.4451 -1.2752 0.003
H -0.53925 -1.49131 -3.17164 -0.6572 0.4430 -0.2360 0.000
H 0.79191 -1.94478 -2.22642 -0.8209 0.0060 0.6411 0.000
H -0.56995 -0.99920 -1.41582 -0.1119 -0.6272 -0.2211 -0.001
H 1.95808 -0.11921 -2.46608 0.0322 0.0380 0.6666 0.000
H 0.63861 0.95020 -1.89450 -0.0481 0.2132 0.1912 -0.002
H 0.88198 0.48893 -3.56236 -0.5499 0.1301 -0.0092 0.000
C -1.71526 -0.81931 2.20228 -1.2056 0.4093 0.4955 0.031
C -0.60371 0.06492 1.84707 1.0524 -1.1068 1.3134 0.320
C -0.53510 1.06310 0.87072 -0.5583 2.5458 -1.3159 0.341
C 1.41227 0.86187 1.83814 -1.2467 -1.1260 -0.1913 0.305
N 0.61881 -0.02060 2.42517 0.0368 0.0870 0.0530 -0.077
N 0.70469 1.59634 0.86845 -0.1397 -1.2314 0.3022 -0.003
H -2.12765 -0.54746 3.19561 0.7092 -0.1868 0.0084 0.038
H -1.39345 -1.86504 2.24257 -0.0715 0.2130 -0.0081 0.019
H -1.37791 1.54623 0.35891 0.5912 -0.4690 -0.1856 0.016
H 2.46720 0.84049 2.05210 0.2046 0.6881 -0.2583 0.014
H 1.09595 2.09807 0.08109 0.0530 0.3793 0.2477 -0.002
H -2.62878 -0.67022 1.61184 0.5915 -0.2370 -0.4823 -0.001
```
Forces are in eV/Å.

Calculated total energy: -9387.9654 eV
Expectation value of S²: 0.76
Total charge: +1
Relative energy (zero: lowest compared OMol25 entry of this formula, charge and spin): 16.6 kcal/mol
HOMO energy (spin up / spin down): -0.5412 / -0.5412 Eh
2S+1: 2

[3]
A gas-phase ion, C6H12N2 (charge +1), computed with wB97M-V/def2-TZVPD.

Geometry as XYZ:
```
20
Properties=species:S:1:pos:R:3:forces:R:3:mulliken_spin:R:1
C -0.70384 2.81650 0.29219 0.2911 -0.0092 -0.5707 0.004
C 0.08183 1.66356 -0.38143 -1.1160 -0.6597 1.2552 0.023
C 0.15696 0.52533 0.67738 0.9856 0.8469 -0.8366 -0.007
C 0.80647 -0.68366 0.12678 -0.5030 -0.1153 0.8618 0.320
C 0.72958 -1.86335 0.85501 1.1395 -0.6813 -0.9280 0.209
N 1.13504 -3.02203 0.26236 -1.7191 0.7390 0.6015 0.319
C 0.37290 -3.94441 -0.15169 1.3785 -0.1860 -0.1151 -0.007
N -0.63472 1.01013 -1.47328 0.7994 -0.1813 -0.6517 0.030
H -1.27649 2.45057 1.14331 -0.0433 0.0334 0.0280 0.001
H -1.40741 3.23095 -0.42656 0.0288 0.2112 0.0172 0.000
H -0.04416 3.61137 0.63440 -0.0330 0.0197 0.0442 0.000
H 1.08852 1.97736 -0.64470 -0.0422 -0.0666 -0.4004 -0.002
H -0.87388 0.29051 0.93243 -0.1054 -0.0986 0.3128 0.041
H 0.69039 0.86521 1.57155 -0.1097 -0.2018 0.2517 0.048
H 1.29456 -0.70245 -0.83901 -0.0480 0.1005 -0.0479 -0.001
H 0.42740 -1.93016 1.89417 -0.0095 0.1826 0.0533 0.012
H -0.70478 -3.84847 -0.11577 -0.1327 -0.0933 -0.1212 0.008
H 0.87676 -4.81669 -0.55280 -0.3500 -0.2109 -0.0405 0.005
H -0.38882 1.27220 -2.41807 0.1642 0.2853 0.1331 -0.001
H -1.62632 1.09753 -1.38628 -0.5754 0.0854 0.1531 -0.002
```
Forces are in eV/Å.

Calculated total energy: -9387.2651 eV
Expectation value of S²: 0.76
Total charge: +1
Relative energy (zero: lowest compared OMol25 entry of this formula, charge and spin): 32.8 kcal/mol
HOMO energy (spin up / spin down): -0.4828 / -0.4792 Eh
2S+1: 2

[4]
2 unconnected molecules or ions with the total composition C6H12N2, computed with wB97M-V/def2-TZVPD.

Geometry as XYZ:
```
20
Properties=species:S:1:pos:R:3:forces:R:3:mulliken_spin:R:1
C 1.44587 1.06839 1.41030 2.0750 1.1003 -1.0843 0.045
C 0.52471 -2.24910 0.55585 -0.4858 1.2925 -1.2166 0.299
C 0.86012 -0.22879 1.23518 -1.7656 -0.6712 -1.2477 0.293
C -0.22570 -0.80384 1.98171 -0.9524 -1.0756 1.1352 0.384
N 1.07269 -1.09109 0.21196 1.7440 -0.3444 0.9506 -0.073
N -0.37338 -2.08579 1.58541 0.6663 0.2026 0.4232 -0.024
H 0.66038 -3.11346 -0.06678 -0.1373 -0.5136 0.2702 0.015
H -0.86125 -2.80404 2.12231 -0.0320 0.2534 -0.4721 -0.001
H -0.98550 -0.43407 2.65741 0.5269 0.4635 0.3037 0.003
H 1.48944 1.47901 2.40665 -0.6086 0.0480 0.2196 0.001
H 1.16312 1.80263 0.63712 -0.9184 -0.1040 0.4163 0.032
H 2.49350 1.06353 1.05423 -0.0366 -0.6490 0.3605 0.018
C -0.78436 1.41511 -1.37837 0.1713 -1.4027 -0.0946 0.004
C -1.10096 0.48661 -2.56723 0.7890 0.9464 -0.4924 -0.001
H -1.44054 2.26856 -1.24812 0.1214 0.1038 -0.0548 0.001
H -0.83785 0.74262 -0.51184 -0.4646 0.4267 0.2978 0.004
H 0.27569 1.66271 -1.39865 -0.0289 0.5708 -0.2431 0.000
H -0.43098 -0.36926 -2.45933 -0.6761 -0.4766 0.0141 0.000
H -0.78154 0.89365 -3.53187 -0.0597 0.3735 0.1662 0.001
H -2.16347 0.29661 -2.69594 0.0721 -0.5442 0.3482 0.000
```
Forces are in eV/Å.

Calculated total energy: -9387.7930 eV
Expectation value of S²: 0.76
Total charge: +1
Relative energy (zero: lowest compared OMol25 entry of this formula, charge and spin): 20.6 kcal/mol
HOMO energy (spin up / spin down): -0.5320 / -0.5342 Eh
2S+1: 2

[5]
A gas-phase ion, C6H12N2 (charge +2), computed with wB97M-V/def2-TZVPD.

Geometry as XYZ:
```
20
Properties=species:S:1:pos:R:3:forces:R:3:nbo_charge:R:1
C -0.37069 1.56713 0.54546 0.8828 -1.0588 0.0115 0.178
C -1.51011 0.86329 -0.05513 0.7800 -0.8952 0.3026 0.182
N 0.64715 0.73578 0.66138 -1.7040 2.3531 0.2693 -0.159
N -1.12788 -0.36668 -0.23208 -0.4271 0.6816 0.2438 -0.155
C 1.90557 1.11937 1.40691 0.5281 -1.6218 -0.3949 -0.427
C -2.05278 -1.46415 -0.50142 -0.6199 -0.8760 0.5550 -0.451
C 1.09618 -0.61358 -1.32658 -0.4950 -0.5741 -0.6194 -0.620
C 0.32134 -0.53296 0.00178 0.1985 0.0846 0.2234 0.089
H -0.41925 2.59011 0.90334 0.3732 -0.0405 0.0641 0.298
H -2.52599 1.23931 -0.23021 0.4273 -0.2067 0.0830 0.308
H 2.55141 1.75524 0.80186 -0.2807 0.0837 -0.1920 0.280
H 2.46737 0.16591 1.59183 -0.5869 0.9500 0.1200 0.265
H 1.60689 1.62486 2.32510 0.0310 -0.1800 -0.0658 0.276
H -1.87154 -1.96673 -1.43527 0.3853 -0.0911 -0.3955 0.277
H -2.06253 -2.19872 0.32575 0.6305 0.3347 -0.2905 0.281
H -3.06536 -1.09626 -0.48927 -0.2534 0.5021 -0.2892 0.266
H 0.64316 -1.39634 -1.95794 0.1571 0.2362 0.2842 0.273
H 1.11119 0.32423 -1.90400 -0.0904 -0.2375 0.4528 0.261
H 2.08996 -0.95265 -1.09040 0.5127 0.0550 -0.0321 0.274
H 0.56592 -1.39715 0.65889 -0.4490 0.5007 -0.3303 0.306
```
Forces are in eV/Å.

Calculated total energy: -9377.9400 eV
Total charge: +2
Relative energy (zero: lowest compared OMol25 entry of this formula, charge and spin): 10.4 kcal/mol
HOMO energy: -0.7757 Eh
2S+1: 1

Computed maximum force, in the same sequence as the records: 0.0446, 0.0568, 0.0382, 0.0503, 0.0567 hartree/bohr.